(1)
The following is a DFT calculation (ωB97M-V/def2-TZVPD) of 9 unconnected molecules or ions with the total composition C30H81N3O21S6 at a distorted geometry.

## Properties
- max |F| (Eh/bohr) = 0.0673

Each line ends with the Löwdin charge.
Cartesian coordinates (Å):
C -23.72217 -6.00245 0.73575  -0.064
C -25.01518 -5.30122 0.83974  -0.171
O -26.16036 -6.08316 0.08679  -0.277
S -26.17905 -5.82667 -1.49252  0.576
C -27.54943 -4.71025 -1.60138  -0.106
O -24.96575 -5.17319 -1.94850  -0.322
O -26.51326 -7.10997 -2.07157  -0.293
H -23.86955 -6.99972 1.14822  0.089
H -22.95719 -5.50571 1.34638  0.057
H -23.57106 -6.07955 -0.34664  0.073
H -25.56041 -5.20096 1.81470  0.143
H -25.07983 -4.35317 0.32968  0.068
H -28.43884 -5.19049 -1.14398  0.092
H -27.82865 -4.47060 -2.64025  0.068
H -27.28454 -3.87861 -0.98879  0.019
C -22.28004 -3.35910 6.23431  -0.070
C -21.24959 -4.39610 6.14565  -0.226
O -21.36234 -5.22565 4.92335  -0.277
S -20.77948 -4.72597 3.56344  0.591
C -20.26388 -6.33639 2.94051  -0.104
O -21.81955 -4.21612 2.69717  -0.309
O -19.55220 -4.03031 3.93423  -0.310
H -22.11243 -2.52322 5.55019  0.085
H -22.35242 -2.97358 7.22182  0.077
H -23.22912 -3.80779 6.01417  0.086
H -20.18936 -3.99501 6.10770  0.132
H -21.32897 -5.16959 6.89340  0.122
H -19.87180 -6.33615 1.91507  0.036
H -21.12984 -6.99816 2.97098  0.072
H -19.49090 -6.60451 3.65208  0.068
C -25.26674 4.22049 -0.66014  -0.053
C -25.16367 3.04058 -1.59469  -0.290
O -24.90805 3.60881 -2.86083  -0.249
S -24.89864 2.74850 -4.18549  0.556
C -23.33047 2.03917 -4.13486  -0.128
O -25.91724 1.72851 -4.06628  -0.290
O -24.92369 3.67433 -5.26190  -0.250
H -24.27400 4.73892 -0.64130  0.102
H -25.59321 4.08026 0.38195  0.086
H -26.01699 4.84726 -1.11087  0.076
H -24.33013 2.40501 -1.32269  0.108
H -26.10920 2.47007 -1.62763  0.094
H -23.26179 1.37339 -3.25327  0.067
H -22.60925 2.82723 -4.08993  0.073
H -23.26174 1.46606 -5.08899  0.098
C -16.76232 -0.09118 0.34712  -0.070
C -17.63402 -0.73657 1.34309  -0.240
O -17.91217 0.15840 2.49098  -0.259
S -19.23876 0.97498 2.60337  0.541
C -20.18426 -0.14848 3.62631  -0.116
O -19.01265 2.18360 3.33132  -0.268
O -19.87795 1.05847 1.32441  -0.298
H -15.84388 0.29732 0.83059  0.098
H -17.32419 0.72189 -0.07522  0.078
H -16.41039 -0.83369 -0.37625  0.073
H -18.57299 -1.03644 0.88153  0.092
H -17.14061 -1.55845 1.85323  0.128
H -19.63342 -0.04710 4.58335  0.077
H -20.13882 -1.17134 3.29515  0.046
H -21.20969 0.20434 3.79955  0.077
C -28.61537 1.04922 -1.93647  -0.040
C -27.79277 -0.24499 -1.62538  -0.142
O -27.67648 -0.31235 -0.08617  -0.266
S -26.48985 -1.15976 0.48094  0.589
C -25.15928 0.00068 0.57047  -0.101
O -26.90937 -1.52024 1.84469  -0.294
O -26.11362 -2.23651 -0.41603  -0.322
H -29.53882 1.06164 -1.35133  0.080
H -28.85274 1.14886 -2.96376  0.053
H -28.04859 1.97432 -1.63252  0.076
H -28.27044 -1.18759 -1.83321  0.096
H -26.81449 -0.22016 -2.08480  0.086
H -25.53454 0.68910 1.34100  0.084
H -24.98871 0.42800 -0.41599  0.052
H -24.26552 -0.52887 0.90617  0.071
C -20.28260 -1.35756 -5.41349  -0.074
C -20.57590 -2.71760 -6.05284  -0.218
O -21.58043 -3.51956 -5.27329  -0.291
S -21.02554 -4.86610 -4.60077  0.567
C -22.60763 -5.66169 -4.26072  -0.083
O -20.13617 -5.52209 -5.50427  -0.273
O -20.56721 -4.43612 -3.31917  -0.302
H -19.68831 -0.79037 -6.12302  0.074
H -19.79340 -1.36695 -4.39874  0.078
H -21.26008 -0.86193 -5.22925  0.074
H -20.98797 -2.61111 -7.12804  0.144
H -19.63860 -3.32159 -6.14386  0.110
H -22.31504 -6.37278 -3.55455  0.042
H -23.03366 -6.18899 -5.11917  0.086
H -23.26568 -4.92688 -3.82439  0.038
C -16.75083 -3.77338 -1.19421  -0.091
O -16.96838 -5.00967 -0.48224  -0.164
C -18.26641 -5.52239 -0.70595  -0.217
C -18.38764 -7.05145 -0.78809  -0.438
C -18.20011 -7.50221 -2.23828  -0.047
N -19.65114 -7.48711 -0.22877  0.037
H -15.70142 -3.50735 -1.00234  0.088
H -17.35241 -2.91693 -0.85722  0.069
H -16.79045 -3.85418 -2.28201  0.088
H -18.89467 -5.19407 0.11718  0.107
H -18.68372 -5.09397 -1.58811  0.086
H -17.56768 -7.46421 -0.17965  0.147
H -18.23370 -8.58933 -2.22040  0.074
H -17.16932 -7.18413 -2.46125  0.092
H -18.93212 -7.04411 -2.88834  0.065
H -20.36770 -7.36504 -0.95276  0.084
H -19.52867 -8.49590 -0.17479  0.080
C -26.53344 -5.07688 -5.20982  -0.111
O -27.65502 -4.23954 -5.24918  -0.201
C -27.35852 -2.88802 -5.56570  -0.177
C -28.68521 -2.04746 -5.70179  -0.389
C -28.28205 -0.56087 -5.95190  -0.061
N -29.38291 -2.10436 -4.39991  0.021
H -25.92998 -4.69852 -4.41212  0.055
H -25.87623 -5.12042 -6.08646  0.093
H -26.87594 -6.06837 -5.03930  0.087
H -26.80327 -2.40948 -4.72410  0.115
H -26.74671 -2.93186 -6.46129  0.123
H -29.35591 -2.43576 -6.47826  0.132
H -27.63515 -0.43571 -6.81253  0.070
H -27.82265 -0.14178 -5.05354  0.051
H -29.15619 0.09014 -6.19425  0.084
H -29.76633 -3.03504 -4.23815  0.066
H -30.32825 -1.66386 -4.47983  0.092
C -24.46706 -1.96733 -3.17238  -0.108
O -23.52743 -1.23816 -2.41819  -0.198
C -22.89961 -2.04678 -1.46606  -0.199
C -21.70642 -1.34233 -0.76096  -0.400
C -20.78181 -0.62642 -1.70353  -0.055
N -20.86604 -2.33415 -0.03130  0.068
H -25.17943 -1.23374 -3.60355  0.077
H -25.10002 -2.60435 -2.53852  0.064
H -23.96170 -2.49462 -4.00028  0.092
H -23.62685 -2.46042 -0.74340  0.111
H -22.41326 -2.92146 -1.98804  0.128
H -22.06715 -0.64923 -0.02533  0.111
H -20.25824 0.18514 -1.15120  0.076
H -21.33154 -0.17162 -2.52699  0.056
H -20.03180 -1.37400 -2.06499  0.083
H -21.34144 -2.66138 0.80243  0.045
H -20.67404 -3.16810 -0.57028  0.058

---

(2)
The following is a DFT calculation (ωB97M-V/def2-TZVPD) of a molecular structure, C30H82MgN7O8 at a distorted geometry.

## Properties
- max |F| (Eh/bohr) = 0.0836
- energy relative to the best compared isomer or geometry (same formula, charge and spin) (eV) = 10.170
- charge = +1

Each line ends with the Löwdin charge.
Cartesian coordinates (Å):
Mg 4.68574 1.65177 2.16874  1.207
C 0.14997 0.19037 -0.33719  -0.114
C 0.90827 -0.26948 0.88126  -0.506
O 2.15720 0.35471 0.96010  -0.378
H -0.85130 -0.22817 -0.23523  0.065
H 0.66360 -0.20393 -1.21400  0.064
H 0.13311 1.27889 -0.39152  0.062
H 0.83058 -1.35158 0.98682  0.086
H 0.28273 0.17010 1.65816  0.074
C 0.07942 -4.48874 -6.34045  -0.052
C 0.11685 -3.92757 -4.94180  -0.474
C 0.03216 -5.02096 -3.92130  -0.183
O -1.26088 -5.70518 -3.78754  -0.183
C -1.30799 -6.82002 -2.95380  -0.147
N 1.40488 -3.30643 -4.78359  0.025
H -0.24787 -3.72222 -7.04289  0.075
H -0.59142 -5.34726 -6.37221  0.078
H 1.04894 -4.87085 -6.66003  0.084
H -0.65514 -3.21751 -4.64527  0.142
H 0.18597 -4.55338 -2.94876  0.117
H 0.81693 -5.77089 -4.02049  0.127
H -0.45257 -7.49080 -3.03387  0.079
H -2.05269 -7.58840 -3.16144  0.083
H -1.41707 -6.51555 -1.91288  0.082
H 1.69639 -2.95412 -3.88302  0.070
H 1.24451 -2.48387 -5.34730  0.073
C 1.60081 4.62592 4.69514  -0.057
C 2.64345 3.55838 4.53155  -0.431
C 2.27036 2.13420 5.04922  -0.158
O 3.22175 1.14985 4.70547  -0.228
C 2.86245 -0.13732 5.01064  -0.117
N 3.18908 3.60283 3.19333  0.027
H 1.16014 4.59002 5.69144  0.095
H 0.71849 4.38309 4.10299  0.089
H 1.85463 5.63951 4.38478  0.093
H 3.43091 3.97290 5.16098  0.135
H 1.24529 1.93260 4.73827  0.141
H 2.25478 2.24425 6.13354  0.135
H 1.97829 -0.52320 4.50324  0.105
H 2.67960 -0.25476 6.07875  0.097
H 3.70642 -0.78606 4.77624  0.091
H 2.38871 3.54076 2.58041  0.091
H 3.51734 4.55260 3.09185  0.089
C -6.04837 -1.60605 -1.28885  -0.080
C -6.06805 -0.20553 -0.76928  -0.424
C -7.43152 0.50924 -0.45459  -0.245
O -7.14441 1.81068 -0.26575  -0.192
C -7.63646 2.29356 0.99343  -0.074
N -5.29888 -0.30048 0.45543  0.011
H -6.60687 -1.74102 -2.21512  0.074
H -6.41234 -2.41182 -0.65139  0.081
H -5.04326 -1.92467 -1.56511  0.075
H -5.42510 0.47517 -1.32727  0.131
H -7.92751 -0.07065 0.32377  0.133
H -7.99900 0.53766 -1.38478  0.126
H -7.38535 1.55737 1.75702  0.081
H -8.71686 2.43450 0.96237  0.092
H -6.99030 3.15372 1.16864  0.089
H -5.14740 0.60711 0.87187  0.059
H -4.34257 -0.59330 0.31460  0.064
C 1.38311 6.34983 -2.36599  -0.072
C 0.14904 5.47078 -1.94967  -0.380
C -0.32654 5.85479 -0.52583  -0.185
O -1.01510 4.73991 0.07833  -0.220
C -2.41942 4.49237 -0.08603  -0.079
N -0.96254 5.85165 -2.84223  0.022
H 1.16860 7.38457 -2.63318  0.074
H 1.76914 5.76757 -3.20269  0.068
H 2.23766 6.39321 -1.69073  0.060
H 0.53504 4.46525 -2.11705  0.137
H -0.93987 6.75569 -0.50873  0.124
H 0.55146 6.04493 0.09147  0.103
H -3.04786 5.06703 0.59436  0.081
H -2.63906 3.44915 0.14097  0.084
H -2.61476 4.74329 -1.12862  0.063
H -1.73737 5.21319 -2.73215  0.047
H -1.27285 6.81076 -2.77967  0.075
C 0.46237 -5.51848 3.55176  -0.065
C -1.08451 -5.12318 3.50488  -0.426
C -1.98199 -6.03469 4.46069  -0.130
O -1.88863 -7.47185 4.05904  -0.190
C -2.40032 -8.25823 5.12972  -0.122
N -1.17586 -3.70797 3.79587  0.014
H 0.56695 -6.58123 3.77017  0.057
H 0.88168 -5.17117 4.49603  0.061
H 1.04781 -5.27542 2.66504  0.065
H -1.26106 -5.20613 2.43247  0.122
H -2.95699 -5.64778 4.16443  0.114
H -1.64332 -5.77799 5.46443  0.123
H -1.78408 -9.15214 5.22610  0.085
H -3.39266 -8.51132 4.75649  0.085
H -2.51584 -7.80369 6.11367  0.081
H -0.96216 -3.24904 2.92190  0.066
H -2.18099 -3.60992 3.78177  0.060
C 8.97057 1.57328 4.57571  -0.046
C 7.92120 1.32619 3.49467  -0.412
C 7.46885 -0.14075 3.54598  -0.139
O 6.39032 -0.35519 2.58446  -0.267
C 6.29217 -1.60372 2.00814  -0.112
N 6.71451 2.08232 3.77252  0.027
H 8.62148 1.36132 5.58632  0.090
H 9.37382 2.58583 4.59049  0.090
H 9.78240 0.86698 4.40202  0.092
H 8.40013 1.52180 2.53527  0.153
H 7.16714 -0.48114 4.53654  0.142
H 8.28580 -0.77130 3.19510  0.132
H 5.94546 -1.45967 0.98485  0.098
H 5.56097 -2.26515 2.47286  0.102
H 7.22463 -2.14458 1.84664  0.100
H 6.93313 3.06754 3.81313  0.095
H 6.53822 1.98014 4.76176  0.099
C 0.06029 2.99187 -6.65540  -0.078
C -0.86422 1.85474 -6.21491  -0.399
C -2.35594 2.16100 -6.51881  -0.171
O -3.31720 1.12288 -6.10274  -0.206
C -4.62646 1.65646 -5.78613  -0.107
N -0.45315 0.66539 -7.02867  0.016
H 0.03226 3.29286 -7.70264  0.077
H 1.11449 2.82365 -6.43521  0.077
H -0.32796 3.87281 -6.14421  0.067
H -0.69923 1.62187 -5.16294  0.131
H -2.46902 2.20937 -7.60184  0.126
H -2.57196 3.08838 -5.98833  0.111
H -5.01995 2.04780 -6.72428  0.082
H -4.67137 2.41883 -5.00840  0.075
H -5.35504 0.94258 -5.40188  0.079
H -0.17738 0.84658 -7.98325  0.062
H -1.13665 -0.07475 -6.95714  0.057

---

(3)
The following is a DFT calculation (ωB97M-V/def2-TZVPD) of 8 unconnected molecules or ions with the total composition C30H83N7O9 at a distorted geometry.

## Properties
- max |F| (Eh/bohr) = 0.0770
- energy relative to the best compared isomer or geometry (same formula, charge and spin) (eV) = 6.086

Each line ends with the Löwdin charge.
Cartesian coordinates (Å):
C -1.53149 -5.51573 -0.92116  -0.144
O -0.29496 -6.04056 -0.63694  -0.200
C 0.25262 -5.90491 0.71434  -0.128
C 1.76557 -6.21878 0.61135  -0.468
C 2.28742 -7.25740 -0.30243  -0.066
N 2.35874 -6.58534 1.88593  0.021
H -1.57512 -4.42776 -0.97136  0.057
H -2.26655 -5.81466 -0.17387  0.087
H -1.88240 -5.76162 -1.92340  0.088
H 0.01446 -4.93600 1.15319  0.118
H -0.18714 -6.65702 1.36936  0.118
H 2.12576 -5.22422 0.34826  0.119
H 3.37387 -7.34326 -0.32127  0.089
H 1.82853 -6.91198 -1.22882  0.076
H 1.71933 -8.15927 -0.07435  0.093
H 2.45240 -5.85197 2.57404  0.069
H 3.31769 -6.87980 1.76843  0.061
C 10.00413 3.26748 1.97450  -0.131
O 8.77678 2.68126 2.31688  -0.205
C 7.60791 3.11498 1.64474  -0.154
C 6.86036 4.18219 2.57913  -0.409
C 5.30974 4.15056 2.71502  -0.038
N 7.29083 5.52155 2.36756  0.017
H 10.25508 3.41232 0.92371  0.081
H 10.77908 2.59392 2.34038  0.086
H 10.15081 4.26452 2.38982  0.076
H 7.91530 3.52379 0.68220  0.114
H 7.07272 2.17307 1.52437  0.115
H 7.38412 4.03235 3.52323  0.124
H 4.97301 4.18647 1.67896  0.056
H 4.97108 5.01375 3.28802  0.074
H 4.83784 3.23993 3.08402  0.065
H 6.47402 6.11535 2.38557  0.058
H 7.88067 5.84203 3.12221  0.074
C -7.31370 -3.00936 -5.21519  -0.122
O -6.44594 -3.23968 -4.12821  -0.211
C -6.01390 -2.04978 -3.48967  -0.184
C -4.97199 -2.45654 -2.36937  -0.367
C -4.13380 -1.38471 -1.70257  -0.067
N -4.05597 -3.39879 -3.08200  0.045
H -7.14150 -3.76821 -5.97847  0.083
H -7.28549 -2.13738 -5.86861  0.087
H -8.33879 -3.16538 -4.87909  0.086
H -5.50633 -1.52171 -4.29690  0.120
H -6.85215 -1.51113 -3.04776  0.121
H -5.53346 -3.00835 -1.61548  0.125
H -3.71944 -1.93947 -0.86075  0.058
H -4.64945 -0.46749 -1.41811  0.084
H -3.27019 -1.01501 -2.25539  0.054
H -3.46828 -2.96602 -3.78016  0.059
H -4.58608 -4.05725 -3.63472  0.060
C 0.04294 -2.09786 -1.98749  -0.089
O 0.41568 -1.01997 -2.86644  -0.199
C -0.27033 -1.04414 -4.15159  -0.154
C -0.39556 0.37934 -4.75920  -0.495
C -1.27009 1.16115 -3.88375  -0.087
N -0.94995 0.42804 -6.06879  0.041
H 0.49586 -2.06211 -0.99669  0.057
H 0.33478 -3.01581 -2.49768  0.095
H -1.03583 -2.17255 -1.85045  0.059
H 0.31190 -1.61939 -4.87146  0.126
H -1.28938 -1.40388 -4.00936  0.105
H 0.61216 0.78266 -4.85892  0.147
H -0.71240 1.23015 -2.94977  0.074
H -2.31067 0.84006 -3.83695  0.086
H -1.30364 2.20999 -4.17854  0.083
H -1.93091 0.24931 -5.90790  0.067
H -0.90998 1.42863 -6.20035  0.073
C 1.91989 6.93002 -1.73904  -0.120
O 2.55095 6.32371 -0.66975  -0.170
C 2.90688 4.98339 -0.89685  -0.214
C 1.71799 4.03652 -0.90524  -0.431
C 0.75806 3.95590 0.25686  -0.046
N 2.19620 2.69480 -1.24673  0.050
H 1.82377 6.24291 -2.57972  0.083
H 2.71526 7.62908 -1.99749  0.095
H 0.95135 7.36471 -1.49190  0.095
H 3.53261 4.77101 -1.76371  0.125
H 3.57294 4.68648 -0.08673  0.111
H 1.19407 4.42614 -1.77805  0.115
H 1.13071 3.71567 1.25261  0.072
H -0.07383 3.25417 0.19659  0.068
H 0.46298 4.98037 0.48379  0.077
H 1.52924 2.10215 -1.72004  0.064
H 3.06397 2.73699 -1.76180  0.065
C -1.23339 -1.18640 0.94706  -0.059
O 0.16537 -1.19290 1.35395  -0.221
C 0.92708 -0.12987 0.98517  -0.241
C 2.37501 -0.60803 1.31432  -0.402
C 3.45920 0.42311 1.22364  -0.075
N 2.80615 -1.75753 0.49269  0.055
H -1.35898 -0.41339 0.18891  0.091
H -1.77416 -1.07751 1.88717  0.077
H -1.61520 -2.13177 0.56160  0.066
H 0.77775 -0.05358 -0.09185  0.105
H 0.59192 0.75820 1.52097  0.112
H 2.19810 -0.98497 2.32165  0.134
H 4.38419 -0.12669 1.39748  0.075
H 3.32860 1.27205 1.89472  0.063
H 3.70509 0.91275 0.28136  0.060
H 2.19547 -2.56004 0.43658  0.049
H 2.72669 -1.37528 -0.43880  0.065
C 0.30229 1.41548 4.35662  -0.065
O -0.75384 2.31237 3.86047  -0.227
C -2.05784 2.23473 4.43685  -0.186
C -3.04290 2.96694 3.42404  -0.434
C -4.50767 2.66022 3.66325  -0.056
N -2.62723 2.52429 2.10334  0.050
H 0.62372 1.70483 5.35716  0.077
H 1.25006 1.43881 3.81875  0.069
H 0.02153 0.36652 4.45125  0.084
H -2.42233 1.20768 4.45736  0.113
H -2.10481 2.63101 5.45118  0.119
H -2.79541 4.00820 3.63050  0.132
H -4.73339 1.71527 3.16907  0.061
H -4.96523 3.43593 3.04924  0.077
H -4.93968 2.69566 4.66336  0.082
H -1.62783 2.66728 2.07397  0.045
H -2.78817 1.52811 2.14607  0.055
O -5.18592 -3.85750 1.21435  -0.045
C -5.93771 -2.95193 1.84586  -0.311
C -5.23762 -1.56717 1.76129  -0.198
O -6.17191 -0.61857 2.31857  -0.075
H -5.68243 -4.67662 1.15017  0.103
H -6.90459 -2.93941 1.34279  0.122
H -6.04819 -3.16852 2.90839  0.122
H -5.07480 -1.36547 0.70257  0.083
H -4.29775 -1.57732 2.31324  0.115
H -6.75216 -0.39573 1.58696  0.081

---

Calculated LUMO (eV), listed in the same order as above: 0.3, -4.9, 0.4
Calculated HOMO-LUMO gap (eV), listed in the same order as above: 9.61, 4.47, 9.24
Calculated molecular weight (u), listed in the same order as above: 1012.4, 693.3, 686.0